No. 1
Below is C35H28BrN4O3PRu as an isolated structure at a distorted geometry, with properties calculated with the ωB97M-V functional and the def2-TZVPD basis.

Structure (XYZ):
```
73
Properties=species:S:1:pos:R:3:lowdin_spin:R:1
Ru -0.846 0.492 0.279 0.760
Br 0.616 -1.220 -6.695 0.004
C 0.005 -0.503 -5.063 0.017
C -0.104 0.886 -4.913 -0.005
C -0.520 1.422 -3.721 0.014
C -0.804 0.604 -2.610 -0.002
O -1.161 1.221 -1.499 0.115
C -0.716 -0.796 -2.779 0.017
C -1.119 -1.725 -1.760 -0.006
N -1.303 -1.377 -0.534 0.013
C -2.071 -2.167 0.363 -0.002
C -2.187 -3.529 0.380 0.006
C -3.084 -4.147 1.280 -0.002
C -3.870 -3.405 2.115 0.004
C -3.777 -1.992 2.112 -0.001
C -4.574 -1.144 2.917 0.011
C -4.418 0.210 2.835 0.000
C -3.431 0.737 1.982 0.013
N -2.670 -0.027 1.228 0.010
C -2.852 -1.383 1.253 0.002
C -0.330 -1.328 -4.026 -0.006
H 0.141 1.533 -5.744 -0.001
H -0.614 2.492 -3.594 0.001
H -1.370 -2.735 -2.083 -0.001
H -1.601 -4.148 -0.286 0.000
H -3.153 -5.226 1.286 0.000
H -4.571 -3.885 2.785 0.000
H -5.306 -1.582 3.584 0.001
H -5.018 0.888 3.424 0.000
H -3.234 1.801 1.938 0.000
H -0.280 -2.403 -4.145 -0.001
N 1.712 -1.098 0.956 -0.002
P 1.435 0.214 -0.096 0.012
C 2.430 1.594 0.490 0.001
C 1.990 2.890 0.242 0.000
C 2.750 3.971 0.665 0.000
C 3.942 3.755 1.339 0.000
C 4.388 2.461 1.585 0.000
C 3.636 1.381 1.157 0.000
C 2.277 -0.368 -1.584 0.004
C 2.837 0.567 -2.452 0.002
C 3.476 0.145 -3.608 0.000
C 3.577 -1.208 -3.896 0.003
C 3.028 -2.145 -3.031 0.000
C 2.370 -1.727 -1.887 0.002
C 0.974 -1.133 2.114 0.003
C 1.241 -2.009 3.167 -0.001
C 0.523 -1.863 4.332 0.003
C -0.408 -0.829 4.449 0.000
C -0.631 -0.032 3.355 0.003
N -0.006 -0.220 2.179 0.000
H 2.474 -1.744 0.832 0.000
H 1.049 3.059 -0.263 0.000
H 2.392 4.976 0.489 0.000
H 4.526 4.599 1.683 0.000
H 5.319 2.298 2.111 0.000
H 3.987 0.374 1.349 0.000
H 2.783 1.624 -2.224 0.000
H 3.907 0.877 -4.278 0.000
H 4.083 -1.534 -4.795 0.000
H 3.105 -3.201 -3.254 0.000
H 1.918 -2.467 -1.235 0.000
H 2.016 -2.756 3.065 0.000
H 0.710 -2.527 5.166 0.000
H -0.935 -0.641 5.373 0.000
H -1.304 0.813 3.384 0.000
C -2.370 3.530 -0.073 0.000
C -1.326 3.434 1.021 0.001
O -1.029 4.414 1.674 0.002
O -0.771 2.265 1.264 0.005
H -3.009 4.386 0.129 0.000
H -2.968 2.624 -0.176 0.000
H -1.876 3.686 -1.032 0.000
```

Summary:
Total charge: +1
HOMO (spin up / spin down) in eV: -10.57 / -10.76
E in Ha: -4805.47303
Orbital gap (spin up / spin down) in Ha: 0.2567 / 0.2451
Spin multiplicity: 2
⟨S²⟩: 0.757
Relative energy (zero: lowest compared OMol25 entry of this formula, charge and spin) in eV: 0.456

No. 2
Below is a 10-piece molecular cluster, C25H21Cl24NO2 overall at a distorted geometry, with properties calculated with the ωB97M-V functional and the def2-TZVPD basis.

Structure (XYZ):
```
73
Properties=species:S:1:pos:R:3:mulliken_charge:R:1
C -3.880 -0.304 4.746 -0.722
N -4.596 -1.177 3.819 0.978
O -5.073 -0.624 2.862 -0.473
O -4.588 -2.354 4.080 -0.543
H -4.605 0.095 5.455 0.317
H -3.630 0.599 4.189 0.183
H -3.011 -0.741 5.238 0.305
Cl -7.966 0.507 0.703 -0.100
C -6.803 0.036 -0.591 0.246
Cl -6.586 -1.782 -0.610 -0.108
Cl -7.349 0.545 -2.145 -0.081
Cl -5.206 0.712 -0.229 0.010
Cl -5.368 2.838 2.452 -0.038
C -4.763 4.409 1.935 0.279
Cl -6.218 5.385 1.581 -0.107
Cl -3.836 5.233 3.173 -0.072
Cl -3.756 4.198 0.502 -0.076
Cl -2.575 -4.522 -3.290 -0.102
C -1.812 -3.650 -2.007 0.163
Cl -2.816 -2.213 -1.648 -0.026
Cl -1.777 -4.608 -0.623 -0.019
Cl -0.160 -3.098 -2.560 -0.031
Cl 1.292 5.375 4.924 -0.105
C 0.582 4.584 3.470 0.237
Cl 2.057 4.022 2.609 -0.053
Cl -0.459 3.241 3.969 -0.025
Cl -0.281 5.761 2.421 -0.076
Cl 1.347 -3.439 1.740 0.059
C 0.166 -4.326 2.788 0.068
Cl 0.875 -4.755 4.348 -0.104
Cl -1.310 -3.337 3.151 0.020
Cl -0.209 -5.920 2.075 -0.096
Cl 4.117 1.871 0.003 -0.055
C 5.576 2.369 -0.887 0.332
Cl 5.844 4.040 -0.347 -0.129
Cl 6.934 1.344 -0.529 -0.085
Cl 5.230 2.419 -2.598 -0.079
C -0.201 -0.562 0.405 0.577
C 0.679 0.549 0.255 0.662
C 0.221 1.814 0.533 -0.966
C -1.104 1.998 1.001 -0.783
C -1.909 0.913 1.185 -0.405
C -1.515 -0.344 0.789 -1.053
H 0.026 -1.598 0.198 0.178
H 1.684 0.454 -0.130 -0.782
H 0.884 2.665 0.499 0.590
H -1.472 2.995 1.190 0.548
H -2.926 1.039 1.526 0.519
H -2.187 -1.187 0.837 0.961
C 1.054 0.930 -5.600 -0.616
C -0.001 0.832 -4.646 -0.430
C 0.248 0.438 -3.382 -0.461
C 1.530 0.236 -3.023 0.436
C 2.625 0.425 -3.886 -0.568
C 2.370 0.751 -5.190 -0.556
H 0.902 1.139 -6.649 0.370
H -1.015 1.062 -4.939 0.409
H -0.625 0.219 -2.786 0.428
H 1.689 -0.198 -2.047 -0.086
H 3.633 0.140 -3.623 0.677
H 3.228 0.817 -5.841 0.396
C 4.843 -3.322 -1.961 -0.724
C 5.948 -2.982 -1.146 -0.295
C 5.856 -2.119 -0.060 -0.793
C 4.640 -1.447 0.182 -0.695
C 3.512 -1.806 -0.619 0.301
C 3.647 -2.688 -1.709 -0.113
H 4.809 -3.814 -2.921 0.370
H 6.906 -3.413 -1.395 0.359
H 6.768 -1.855 0.456 0.453
H 4.488 -0.718 0.964 0.651
H 2.614 -1.289 -0.316 0.335
H 2.764 -2.805 -2.320 0.215
```

Summary:
Total charge: 0
HOMO in eV: -9.04
SMILES string: C[N+](=O)[O-].ClC(Cl)(Cl)Cl.ClC(Cl)(Cl)Cl.ClC(Cl)(Cl)Cl.ClC(Cl)(Cl)Cl.ClC(Cl)(Cl)Cl.ClC(Cl)(Cl)Cl.c1ccccc1.c1ccccc1.c1ccccc1
E in Ha: -12214.84507
Orbital gap in Ha: 0.3288
Spin multiplicity: 1

No. 3
Below is an isolated molecule of C4H2N2O, with properties calculated with the ωB97M-V functional and the def2-TZVPD basis.

Structure (XYZ):
```
9
Properties=species:S:1:pos:R:3:nbo_charge:R:1
N 0.384 0.369 2.987 -0.630
C 0.003 0.388 1.821 0.432
C -0.546 0.535 0.662 -0.331
C -0.524 0.135 -0.583 0.150
N 0.218 -0.720 -1.428 -0.594
C -0.732 0.085 -2.019 0.676
O -1.190 0.414 -3.067 -0.505
H 1.187 -0.234 3.151 0.386
H 1.199 -0.971 -1.525 0.415
```

Summary:
Total charge: 0
HOMO in eV: -9.34
SMILES string: N=C=C=C1NC1=O
E in Ha: -338.22553
Orbital gap in Ha: 0.3296
Spin multiplicity: 1
Relative energy (zero: lowest compared OMol25 entry of this formula, charge and spin) in eV: 3.154

No. 4
Below is a 6-piece molecular cluster, C48H107N5O overall at a distorted geometry, with properties calculated with the ωB97M-V functional and the def2-TZVPD basis.

Structure (XYZ):
```
161
Properties=species:S:1:pos:R:3:mulliken_charge:R:1
C -3.849 9.580 -24.642 0.152
C -4.062 11.111 -24.732 1.784
C -5.342 11.394 -25.527 -1.073
O -3.962 11.784 -23.569 -0.707
H -4.592 9.106 -23.992 0.181
H -2.894 9.394 -24.133 -0.876
H -3.757 9.193 -25.665 0.206
H -3.189 11.393 -25.409 -0.926
H -6.216 11.111 -24.931 0.212
H -5.377 10.876 -26.497 -0.135
H -5.448 12.453 -25.776 0.358
C -4.805 9.166 -30.499 -1.541
C -5.090 8.541 -29.113 0.632
C -6.497 7.970 -29.022 -1.049
C -6.947 7.577 -27.638 -0.792
N -8.344 7.050 -27.531 0.378
C -9.048 6.501 -28.746 -0.602
C -10.516 6.592 -28.426 -0.933
C -10.678 7.884 -27.554 -0.517
C -9.249 8.196 -27.138 -0.721
C -8.414 6.054 -26.417 -1.012
H -5.500 9.971 -30.715 0.395
H -4.812 8.370 -31.245 0.441
H -3.762 9.487 -30.461 0.310
H -5.068 9.398 -28.427 -0.486
H -4.287 7.835 -28.900 0.382
H -6.679 7.122 -29.690 0.522
H -7.180 8.722 -29.445 0.453
H -6.800 8.343 -26.871 0.437
H -6.244 6.825 -27.255 0.343
H -8.670 5.514 -29.005 0.435
H -8.802 7.179 -29.560 0.485
H -10.996 5.724 -27.972 0.382
H -11.116 6.668 -29.335 0.414
H -11.317 7.608 -26.721 0.304
H -11.148 8.626 -28.187 0.332
H -9.046 8.568 -26.133 0.489
H -8.924 9.084 -27.697 0.385
H -7.898 5.153 -26.735 0.378
H -9.464 5.850 -26.217 0.438
H -7.998 6.461 -25.500 0.335
C -5.238 7.598 -17.805 -1.186
C -6.180 8.795 -17.929 -0.846
C -6.164 9.414 -19.345 0.278
C -7.283 10.420 -19.522 -0.974
N -7.059 11.405 -20.643 0.595
C -8.177 12.414 -20.582 -0.495
C -7.669 13.694 -21.212 -0.931
C -6.103 13.585 -21.163 -0.613
C -5.820 12.262 -20.474 0.061
C -7.055 10.722 -21.949 -0.985
H -5.264 6.912 -18.655 0.288
H -5.569 7.007 -16.950 0.385
H -4.193 7.864 -17.643 0.266
H -5.822 9.615 -17.300 0.399
H -7.170 8.497 -17.588 0.451
H -6.224 8.640 -20.112 0.546
H -5.176 9.879 -19.424 -0.242
H -7.479 10.978 -18.611 0.371
H -8.163 9.859 -19.837 0.362
H -9.084 12.029 -21.039 0.440
H -8.314 12.610 -19.522 0.455
H -7.895 13.879 -22.261 0.336
H -8.035 14.564 -20.675 0.337
H -5.733 13.509 -22.183 0.068
H -5.745 14.439 -20.598 0.616
H -4.998 11.702 -20.919 -0.382
H -5.661 12.363 -19.399 0.562
H -6.367 9.880 -21.917 0.216
H -6.721 11.383 -22.745 0.346
H -8.059 10.345 -22.136 0.311
C -3.175 8.017 -21.476 -0.503
C -1.846 8.171 -20.762 -0.726
C -0.957 9.409 -21.010 -0.415
C -1.816 10.642 -21.240 -0.165
N -1.163 12.016 -21.277 0.596
C 0.027 12.215 -20.332 -0.386
C 1.079 13.043 -21.077 -0.814
C 0.500 13.259 -22.482 -0.576
C -0.515 12.151 -22.618 -0.131
C -2.219 13.034 -21.047 -0.901
H -3.246 7.717 -22.525 0.052
H -3.872 8.845 -21.314 -0.281
H -3.741 7.162 -21.079 0.602
H -1.241 7.285 -20.964 0.278
H -2.070 8.184 -19.694 0.355
H -0.292 9.285 -21.868 0.360
H -0.349 9.458 -20.110 0.178
H -2.651 10.693 -20.542 0.080
H -2.274 10.577 -22.232 0.053
H -0.353 12.684 -19.424 0.458
H 0.339 11.238 -19.987 0.250
H 1.201 13.994 -20.562 0.340
H 2.044 12.541 -21.040 0.343
H -0.006 14.224 -22.499 0.328
H 1.208 13.214 -23.306 0.455
H -1.275 12.263 -23.395 0.016
H -0.048 11.183 -22.801 -0.048
H -2.768 12.804 -20.140 0.370
H -2.827 12.999 -21.958 0.135
H -1.720 13.991 -20.909 0.542
C 1.821 15.729 -32.686 -1.350
C 1.357 14.467 -32.019 -0.429
C -0.082 14.607 -31.516 -0.811
C -0.597 13.439 -30.708 -0.755
N -1.911 13.659 -29.986 0.651
C -1.725 14.516 -28.744 -0.758
C -2.678 13.960 -27.673 -0.260
C -3.374 12.753 -28.349 0.261
C -2.465 12.348 -29.489 -0.641
C -2.926 14.328 -30.863 -1.079
H 1.281 15.931 -33.608 0.346
H 2.891 15.736 -32.894 0.396
H 1.721 16.591 -32.016 0.350
H 2.001 14.157 -31.191 0.387
H 1.355 13.622 -32.717 0.303
H -0.752 14.784 -32.362 0.399
H -0.148 15.543 -30.942 0.439
H 0.115 13.163 -29.927 0.305
H -0.764 12.557 -31.333 0.420
H -1.848 15.542 -29.074 0.378
H -0.699 14.384 -28.407 0.312
H -3.432 14.698 -27.417 0.405
H -2.106 13.624 -26.814 0.065
H -4.341 13.081 -28.731 0.346
H -3.551 12.002 -27.583 -0.444
H -2.898 11.846 -30.350 0.590
H -1.604 11.777 -29.131 -0.031
H -3.727 14.706 -30.230 0.446
H -3.278 13.643 -31.627 0.283
H -2.489 15.233 -31.271 0.404
C 0.756 4.129 -23.629 -1.276
C 0.956 5.512 -23.027 -0.746
C 0.282 6.656 -23.798 0.247
C 0.883 6.819 -25.181 -1.102
N 0.388 7.958 -26.022 0.583
C -1.014 7.754 -26.484 -0.934
C -1.153 8.681 -27.690 0.328
C 0.283 8.872 -28.227 -0.833
C 1.150 8.033 -27.289 -0.629
C 0.480 9.234 -25.217 -0.942
H 1.369 3.884 -24.493 0.322
H -0.305 3.949 -23.818 0.330
H 1.018 3.389 -22.869 0.427
H 2.023 5.740 -22.931 0.379
H 0.563 5.583 -22.011 0.350
H 0.416 7.576 -23.219 -0.034
H -0.808 6.532 -23.836 0.289
H 0.683 5.920 -25.774 0.447
H 1.974 6.859 -25.132 0.349
H -1.820 7.946 -25.779 0.255
H -1.100 6.697 -26.747 0.405
H -1.554 9.631 -27.327 -0.311
H -1.814 8.321 -28.474 0.533
H 0.583 9.917 -28.111 0.223
H 0.426 8.618 -29.272 0.498
H 2.167 8.388 -27.146 0.454
H 1.199 7.013 -27.676 0.371
H 0.448 10.078 -25.897 0.504
H 1.395 9.202 -24.633 0.436
H -0.379 9.232 -24.552 0.081
```

Summary:
Total charge: +4
HOMO in eV: -14.94
E in Ha: -2240.77983
Orbital gap in Ha: 0.2686
Spin multiplicity: 1
Relative energy (zero: lowest compared OMol25 entry of this formula, charge and spin) in eV: 0.763